A 2-piece molecular cluster, C4H11NO overall. Source: the Open Molecules 2025 dataset; level of theory: ωB97M-V/def2-TZVPD.

Output
Charge   -1
ΔE to the lowest compared entry with this formula, charge and spin   0.561 eV
E_HOMO (alpha / beta)   1.761 / -4.420 eV
Multiplicity   2
Kohn-Sham gap (alpha / beta)   2.56 / 8.65 eV
<S²>   0.753

```
17
Properties=species:S:1:pos:R:3:forces:R:3
C 1.096 -1.998 0.148 -0.572 -0.584 -1.460
C 1.726 -0.782 0.777 1.114 -0.144 1.314
H 0.834 -1.715 -0.878 0.120 -0.335 -0.100
H 1.630 -2.952 0.083 0.364 0.282 0.246
H 0.116 -2.253 0.564 0.144 0.223 0.317
H 2.812 -0.759 0.982 -0.105 -0.914 -0.250
H 1.661 0.086 0.124 -0.986 0.386 0.472
H 1.308 -0.743 1.797 -0.100 1.023 -0.425
C -1.683 1.812 0.479 1.338 0.430 -0.908
C -0.705 1.327 -0.559 -1.090 -0.635 -0.561
O 0.423 1.846 -0.782 0.223 0.344 0.033
N -1.121 0.286 -1.456 0.262 1.429 1.178
H -1.395 2.861 0.641 0.174 -0.254 0.476
H -1.560 1.215 1.395 -0.357 0.084 0.487
H -0.423 0.057 -2.121 0.207 -0.411 -0.538
H -1.986 -0.192 -1.392 -0.384 -0.325 -0.021
H -2.733 1.905 0.196 -0.353 -0.599 -0.259
```
Positions in Å, forces in eV/Å.

Here are the Mulliken charges for atoms 1 to 8, given in e: -1.309, -0.964, 0.263, 0.476, 0.357, 0.435, 0.177, 0.312